The following is a DFT calculation (ωB97M-V with the def2-TZVPD basis set) of a molecular structure, C7H10N2O in a non-equilibrium geometry.

Calculated values
maximum force: 5.90 eV/Å
energy: -12443.6071 eV
gap between HOMO and LUMO: 9.69 eV
spin multiplicity: 1
energy relative to the best compared isomer or geometry (same formula, charge and spin): 134.7 kcal/mol
total charge: 0
HOMO energy: -9.1 eV

Element x y z (Å)
N: -0.2424 -2.3803 1.7370
C: -1.1396 -1.8314 0.9378
C: -1.1417 -0.3363 0.6977
N: 0.1774 0.1185 0.3161
C: 0.5469 -0.0256 -1.1469
C: -0.2616 1.2738 -1.4429
C: 0.3121 1.5839 -0.0278
C: 1.8111 1.6255 -0.3339
C: 1.9702 0.5327 -1.0923
H: -1.9572 -0.1507 -0.0240
H: -1.4166 0.1677 1.6375
H: 0.3575 -0.9870 -1.6381
H: 0.0616 1.9015 -2.2818
H: -1.3490 1.1326 -1.4682
H: -0.1276 2.3144 0.6606
H: 2.5267 2.3773 -0.0087
H: 2.8563 0.1165 -1.5666
O: -2.2663 -2.3598 1.3051
H: 0.6914 -2.0182 1.5555
H: -1.4093 -3.0549 2.1839

The following is a DFT calculation (ωB97M-V with the def2-TZVPD basis set) of 8 unconnected molecules or ions with the total composition C15H45N13O8 in a non-equilibrium geometry.

Calculated values
maximum force: 3.44 eV/Å
energy: -52042.2372 eV
gap between HOMO and LUMO: 8.74 eV
spin multiplicity: 1
SMILES: CC1(C)CCCC(C)(C)N1O.NC(N)=O.NC(N)=O.NC(N)=O.NC(N)=O.NC(N)=O.NC(N)=O.O
total charge: 0
HOMO energy: -8.3 eV

Element x y z (Å)
C: 12.6626 12.5542 16.2344
C: 11.2239 13.0509 16.3600
C: 10.7969 13.1577 17.8548
C: 11.1990 14.3708 15.6774
C: 9.8503 14.8849 15.4893
C: 8.9322 13.9272 14.7129
C: 8.9241 12.4733 15.2630
C: 7.9135 12.2483 16.4307
C: 8.5237 11.5627 14.1576
N: 10.3653 12.1347 15.5723
O: 10.2909 10.7863 16.1522
H: 12.7911 11.7734 16.9162
H: 12.8299 12.1797 15.2382
H: 13.3985 13.4056 16.4292
H: 11.6154 13.7623 18.1993
H: 9.9354 13.8479 18.0002
H: 10.8115 12.2351 18.3851
H: 11.8573 15.0311 16.2461
H: 11.6620 14.2848 14.7036
H: 9.3289 15.1511 16.4528
H: 9.8601 15.8528 14.9665
H: 9.2884 13.8168 13.6885
H: 7.9222 14.2900 14.6645
H: 7.9751 12.8323 17.3607
H: 7.9694 11.2392 16.7376
H: 6.8747 12.1806 16.0578
H: 7.5242 11.8860 13.9368
H: 8.7214 10.5042 14.3457
H: 9.1396 11.8153 13.2726
H: 10.6565 10.2561 15.4079
N: 11.9301 11.1168 9.7386
C: 12.0150 10.1185 10.6330
N: 11.2137 10.1767 11.7319
O: 12.8233 9.1931 10.4661
H: 11.2505 11.8256 9.8020
H: 12.7721 11.1994 9.1558
H: 11.3290 9.5204 12.5081
H: 10.7356 11.0555 11.8310
N: 4.7727 10.5544 12.0393
C: 5.3075 11.0433 10.8813
N: 5.6871 10.1428 9.9476
O: 5.3139 12.2395 10.6865
H: 4.6186 11.1745 12.7801
H: 4.6967 9.5848 12.3022
H: 5.6264 9.1172 10.1234
H: 5.9173 10.4638 9.0492
N: 8.8330 7.1415 13.7250
C: 9.7732 7.6705 14.5103
N: 9.9618 7.1529 15.7394
O: 10.3176 8.7062 14.1566
H: 8.4788 6.2148 13.8463
H: 8.7088 7.6221 12.8428
H: 10.8107 7.4814 16.1163
H: 9.6227 6.2268 15.8861
N: 11.6112 7.3809 8.5001
C: 10.8084 6.9150 9.5388
N: 11.2889 7.1191 10.7949
O: 9.7447 6.3114 9.3010
H: 11.2034 7.1944 7.6163
H: 12.4393 7.9754 8.4544
H: 10.9608 6.5208 11.5006
H: 12.0888 7.6796 10.9218
N: 8.1362 7.8472 7.1262
C: 8.0452 9.2970 7.3069
N: 8.9540 9.7973 8.2167
O: 7.1279 9.9532 6.8049
H: 7.3999 7.5397 6.5157
H: 8.2928 7.3155 7.9940
H: 8.9195 10.7988 8.3891
H: 9.8711 9.4832 8.1541
N: 7.2103 12.7171 8.5716
C: 8.2395 12.8789 9.3917
N: 7.9561 13.2477 10.7245
O: 9.3793 12.6017 9.0845
H: 7.2614 12.2007 7.7063
H: 6.2874 12.8769 8.8793
H: 8.7602 13.6701 11.1937
H: 7.0342 13.5277 10.9468
O: 8.0281 7.7825 10.9908
H: 8.7232 7.2487 10.5639
H: 8.2009 8.6199 10.5333

The following is a DFT calculation (ωB97M-V with the def2-TZVPD basis set) of a molecular structure, C17H29CrNO3S3Se2 in a non-equilibrium geometry.

Calculated values
maximum force: 1.87 eV/Å
energy: -217345.3849 eV
gap between HOMO and LUMO (spin up / spin down): 6.37 / 7.13 eV
spin multiplicity: 2
<S²>: 1.148
energy relative to the best compared isomer or geometry (same formula, charge and spin): 27.4 kcal/mol
total charge: +1
HOMO energy (spin up / spin down): -10.1 / -10.5 eV

Element x y z (Å)
Cr: -0.2876 -0.5234 -0.5742
C: -3.3307 0.8489 -1.5148
C: -2.5200 2.1221 -1.6713
S: -0.7328 1.8611 -1.3597
C: -0.3909 3.1864 -0.1459
C: -1.1997 3.2240 1.1534
S: -1.1869 1.6713 2.1191
C: -2.9398 1.4015 2.4717
C: -3.7851 1.1236 1.2371
S: -3.0202 -0.0416 0.0335
H: -3.0537 0.1277 -2.2834
H: -4.3993 1.0514 -1.5866
H: -2.8598 2.9151 -1.0072
H: -2.6054 2.4758 -2.6983
H: -0.5439 4.1222 -0.6842
H: 0.6748 3.0798 0.0576
H: -2.2416 3.4792 0.9662
H: -0.7719 3.9972 1.7912
H: -3.3284 2.2601 3.0188
H: -2.9312 0.5399 3.1402
H: -3.9970 2.0425 0.6928
H: -4.7299 0.6741 1.5389
O: 1.1828 0.3630 1.0415
C: 1.5731 -0.7710 1.8169
C: 0.3649 -1.6345 2.0064
C: 0.0592 -2.1764 3.2396
C: -1.0540 -2.9906 3.3763
C: -1.8184 -3.2452 2.2475
C: -1.4572 -2.6674 1.0495
N: -0.3991 -1.8457 0.9120
H: 1.9633 0.9154 0.9115
H: 1.9810 -0.4577 2.7784
H: 2.3320 -1.3415 1.2675
H: 0.6888 -1.9528 4.0894
H: -1.3148 -3.4206 4.3335
H: -2.6854 -3.8881 2.2849
H: -2.0251 -2.8632 0.1512
O: 0.0974 0.3697 -3.9885
C: 0.5747 -0.6612 -4.8235
C: 1.0969 -1.9112 -4.0826
C: 1.6479 -2.7915 -5.2332
O: 2.2025 -4.0116 -4.7907
C: 2.2635 -1.5911 -3.1494
Se: 1.9329 -0.5760 -1.4955
C: 0.0496 -2.7536 -3.3278
Se: -1.3526 -1.8907 -2.2451
H: -0.1390 1.1122 -4.5555
H: 1.4128 -0.2615 -5.4067
H: -0.2169 -0.9698 -5.5178
H: 2.3779 -2.2095 -5.8081
H: 0.8229 -3.0535 -5.8996
H: 3.1254 -3.8856 -4.5583
H: 3.0249 -1.0301 -3.6948
H: 2.6965 -2.5240 -2.7928
H: 0.5561 -3.4203 -2.6339
H: -0.5116 -3.3608 -4.0374

The following is a DFT calculation (ωB97M-V with the def2-TZVPD basis set) of a molecular structure, C30H22N6ReS4 in a non-equilibrium geometry.

Calculated values
maximum force: 1.69 eV/Å
energy: -85879.1001 eV
gap between HOMO and LUMO (spin up / spin down): 5.59 / 6.11 eV
spin multiplicity: 2
<S²>: 0.888
energy relative to the best compared isomer or geometry (same formula, charge and spin): 6.2 kcal/mol
total charge: 0
HOMO energy (spin up / spin down): -7.5 / -7.5 eV

Element x y z (Å)
Re: -0.3028 -1.1928 -0.3677
C: 2.7393 -4.6512 -4.0797
S: 1.5208 -5.2025 -2.8726
C: 1.4270 -3.8686 -1.7258
S: 2.2647 -2.4130 -1.8584
N: 0.5955 -4.2029 -0.7609
N: 0.2115 -3.2250 0.0857
C: -0.0673 -3.6296 1.2913
C: -0.6086 -2.6688 2.2048
C: -0.9679 -2.9647 3.5239
C: -1.4788 -1.9673 4.3185
C: -1.6340 -0.6849 3.7884
C: -1.2722 -0.4583 2.4820
N: -0.7635 -1.4266 1.7038
H: 3.4774 -5.4371 -4.2206
H: 3.2249 -3.7515 -3.7070
H: 2.2431 -4.4332 -5.0221
H: 0.0933 -4.6646 1.5603
H: -0.8387 -3.9725 3.8922
H: -1.7630 -2.1749 5.3411
H: -2.0356 0.1238 4.3809
H: -1.3859 0.5104 2.0141
N: 3.0524 8.0267 3.2088
C: 2.6951 7.0159 2.7980
C: 2.2490 5.7510 2.2842
C: 2.5728 5.3786 0.9821
C: 2.1423 4.1585 0.4920
C: 1.3896 3.3073 1.2938
C: 1.0688 3.6853 2.5926
C: 1.4959 4.9030 3.0920
C: 0.9323 1.9916 0.7611
C: -0.2603 1.9864 0.0383
C: -1.0204 3.1217 -0.3147
C: -2.1079 2.6723 -1.0331
C: -1.9913 1.2790 -1.0859
N: -0.8895 0.8458 -0.4597
C: 1.7212 0.8920 1.0375
C: 2.8970 0.8771 1.8400
C: 3.3542 -0.4136 1.8468
C: 2.4582 -1.1540 1.0444
N: 1.4953 -0.3914 0.5397
H: 3.1591 6.0442 0.3639
H: 2.3911 3.8583 -0.5172
H: 0.4841 3.0191 3.2133
H: 1.2496 5.2019 4.1013
H: -0.7741 4.1382 -0.0583
H: -2.9012 3.2549 -1.4683
H: -2.6731 0.5871 -1.5479
H: 3.3210 1.7322 2.3389
H: 4.2258 -0.8065 2.3419
H: 2.5214 -2.1990 0.7918
S: -2.5453 -1.9002 -0.6322
C: -2.9815 -1.5612 -2.2594
C: -4.3247 -1.6220 -2.6806
C: -4.6431 -1.4157 -3.9969
C: -3.6337 -1.1431 -4.9396
C: -2.3238 -1.0815 -4.5462
C: -1.9756 -1.2729 -3.1921
S: -0.3110 -1.2316 -2.7370
H: -5.0924 -1.8440 -1.9512
H: -5.6755 -1.4703 -4.3150
H: -3.8934 -0.9847 -5.9774
H: -1.5375 -0.8806 -5.2620